Record 1
The following is a quantum chemistry calculation of the molecule C5H10FNO in a non-equilibrium geometry, from the Open Molecules 2025 dataset.

Each line ends with the Löwdin charge.
CARTESIAN COORDINATES (ANGSTROEM)
1 C -0.78982 1.62283 0.99214  -0.0421
2 C -1.10308 0.23488 0.54910  -0.3215
3 O -2.25136 -0.35202 1.22708  0.0042
4 C -0.41055 -0.49331 -0.28626  -0.1846
5 C -0.51836 -1.88106 -0.61857  -0.1023
6 C 1.16720 0.22994 -0.93974  -0.3384
7 N 2.18197 -0.12044 -0.05292  0.1005
8 F 1.01343 1.56848 -0.98102  -0.0190
9 H 0.24705 1.55314 1.50348  0.1123
10 H -0.46972 2.18586 0.06279  0.0881
11 H -1.41432 2.24540 1.63134  0.0768
12 H -2.59001 0.38396 1.69944  0.0477
13 H -1.44651 -2.33073 -0.13497  0.1019
14 H 0.49137 -2.34059 -0.54884  0.0794
15 H -0.80454 -2.03958 -1.74271  0.1057
16 H 1.18815 -0.13731 -2.06626  0.1655
17 H 2.83744 0.57766 0.05766  0.0611
18 H 2.67165 -0.90710 -0.35171  0.0649

Atoms 1-2, force components in eV/Å:
C 3.595 0.908 -0.942
C -2.433 -0.429 1.703

Structure (SMILES) = C/C(O)=C(/C)[C@H](N)F
HOMO = -8.21 eV
Frontier orbital gap = 0.336 hartree
Charge = 0
Multiplicity = 1
ΔE to the lowest compared entry with this formula, charge and spin = 2.320 eV
E_LUMO = 0.92 eV

Record 2
The following is a quantum chemistry calculation of a structure of composition CH10Na7O8 in a non-equilibrium geometry, from the Open Molecules 2025 dataset.

Each line ends with the Löwdin charge.
CARTESIAN COORDINATES (ANGSTROEM)
1 Na 7.59526 -7.64682 11.95660  0.7632
2 Na 4.80070 -9.14328 9.87077  0.8265
3 Na 4.20050 -6.65305 8.36528  0.8219
4 Na 9.54679 -4.48164 10.26459  0.7187
5 Na 7.63382 -7.28681 8.16964  0.8970
6 Na 2.92707 -4.45529 10.56351  0.8804
7 Na 4.75934 -3.37351 8.12286  0.8593
8 C 6.17738 -5.61185 10.43839  -0.7932
9 O 5.99864 -6.84118 10.09026  -0.1640
10 O 7.19026 -5.23008 11.10455  -0.0168
11 O 5.30060 -4.69632 10.02449  -0.1909
12 O 5.91598 -2.12361 10.98153  -0.0114
13 H 5.14484 -1.57236 10.78181  0.0757
14 H 5.70798 -3.03874 10.74548  -0.0315
15 O 6.27947 -4.35186 13.65502  -0.0313
16 H 5.88033 -3.47425 13.75094  0.0683
17 H 6.63756 -4.37775 12.76171  -0.0400
18 O 8.92356 -2.59730 11.83316  -0.0217
19 H 8.97137 -2.83928 12.76990  0.0798
20 H 7.99379 -2.39307 11.67490  0.0164
21 O 10.40276 -5.47663 12.22604  -0.0108
22 H 10.43722 -6.37672 11.87135  0.0587
23 H 9.73148 -5.48403 12.92703  0.0785
24 O 5.19216 -8.64089 12.41652  -0.0324
25 H 5.09624 -9.03283 13.31060  0.1312
26 H 4.43684 -8.04232 12.34588  0.0683

Atoms 1-2, force components in eV/Å:
Na -0.277 0.137 0.880
Na 0.055 -1.209 1.127

HOMO = -24.04 eV
Frontier orbital gap = 0.208 hartree
Charge = +5
Multiplicity = 1
ΔE to the lowest compared entry with this formula, charge and spin = 0.684 eV
E_LUMO = -18.38 eV

Record 3
The following is a quantum chemistry calculation of the molecule C20H40O, from the Open Molecules 2025 dataset.

Each line ends with the Löwdin charge.
CARTESIAN COORDINATES (ANGSTROEM)
1 C -7.81001 0.17026 -0.91870  -0.0536
2 C -6.42063 0.33240 -0.36694  -0.3018
3 C -6.00037 1.50784 0.08444  -0.0546
4 C -6.83698 2.75555 0.09067  -0.2753
5 O -6.15495 3.88031 0.59430  -0.0677
6 C -5.58815 -0.92097 -0.37672  -0.1778
7 C -4.17491 -0.79114 0.18377  -0.2167
8 C -3.44284 -2.13087 0.12117  -0.1900
9 C -2.01199 -2.11554 0.68128  -0.3870
10 C -1.99920 -1.78486 2.17286  -0.0696
11 C -1.10770 -1.16780 -0.11495  -0.1944
12 C 0.38067 -1.38312 0.15530  -0.2063
13 C 1.24084 -0.49883 -0.74605  -0.1919
14 C 2.73961 -0.54589 -0.41946  -0.3909
15 C 3.33601 -1.90844 -0.76256  -0.0589
16 C 3.44976 0.58189 -1.18105  -0.1884
17 C 4.94938 0.72636 -0.91227  -0.2075
18 C 5.26063 1.05055 0.54770  -0.1912
19 C 6.72981 1.39048 0.83934  -0.4390
20 C 7.17653 2.67469 0.14346  -0.0843
21 C 7.66495 0.23755 0.48021  -0.0825
22 H -7.98515 -0.85244 -1.24168  0.0742
23 H -8.55265 0.42929 -0.16498  0.0843
24 H -7.96508 0.83371 -1.76924  0.0824
25 H -5.00887 1.63016 0.49307  0.1028
26 H -7.70881 2.63029 0.74209  0.1246
27 H -7.21249 2.96222 -0.92645  0.1195
28 H -5.33808 3.99154 0.09565  0.0840
29 H -6.12711 -1.68636 0.19195  0.1255
30 H -5.53064 -1.27989 -1.41025  0.1259
31 H -3.62613 -0.04830 -0.39593  0.1132
32 H -4.23170 -0.45300 1.21847  0.1138
33 H -3.40407 -2.46189 -0.92029  0.1148
34 H -4.02209 -2.87319 0.67686  0.1144
35 H -1.61886 -3.13279 0.55968  0.1348
36 H -2.72964 -2.39281 2.70222  0.0792
37 H -2.23469 -0.73699 2.34074  0.0774
38 H -1.02081 -1.98534 2.60154  0.0697
39 H -1.36397 -0.13344 0.12168  0.1150
40 H -1.29147 -1.32075 -1.18160  0.1206
41 H 0.60421 -1.14931 1.19762  0.1130
42 H 0.62131 -2.43432 -0.01206  0.1097
43 H 0.89541 0.53320 -0.64170  0.1158
44 H 1.09170 -0.78957 -1.78881  0.1218
45 H 2.85479 -0.37232 0.65527  0.1294
46 H 4.37960 -1.96120 -0.46464  0.0683
47 H 2.80469 -2.70307 -0.24579  0.0689
48 H 3.27240 -2.09025 -1.83367  0.0875
49 H 3.30534 0.41655 -2.25232  0.1178
50 H 2.96323 1.52796 -0.92846  0.1134
51 H 5.46474 -0.18681 -1.20855  0.0989
52 H 5.31892 1.53396 -1.54681  0.1073
53 H 4.98359 0.19707 1.16994  0.1081
54 H 4.64277 1.89764 0.85762  0.1176
55 H 6.80265 1.55675 1.92163  0.1297
56 H 8.16949 2.95977 0.48450  0.0747
57 H 7.21816 2.54026 -0.93451  0.0700
58 H 6.49139 3.49006 0.36497  0.0767
59 H 7.33072 -0.68747 0.94527  0.0765
60 H 7.70274 0.09141 -0.59636  0.0733
61 H 8.67400 0.44924 0.82750  0.0747

Atoms 1-2, force components in eV/Å:
C 0.065 0.126 0.055
C 0.046 -0.136 -0.079

Structure (SMILES) = C/C(=C\CO)CCC[C@H](C)CCC[C@@H](C)CCCC(C)C
HOMO = -8.97 eV
Frontier orbital gap = 0.360 hartree
Charge = 0
Multiplicity = 1
ΔE to the lowest compared entry with this formula, charge and spin = 0.188 eV
E_LUMO = 0.83 eV

Record 4
The following is a quantum chemistry calculation of a cluster of 2 separate species, C29H28BrN2OS in total in a non-equilibrium geometry, from the Open Molecules 2025 dataset.

Each line ends with the Löwdin charge.
CARTESIAN COORDINATES (ANGSTROEM)
1 C -4.11381 -2.12798 -0.69930  -0.2074
2 S -2.30478 -1.83876 -0.79253  1.0752
3 C -2.00122 -1.92061 -2.57816  -0.2197
4 C -1.76924 -0.17319 -0.33938  -0.2797
5 C -2.60443 0.24324 0.82415  -0.4419
6 C -3.25190 1.60235 0.90676  -0.1757
7 C -3.90651 2.22451 -0.18419  -0.0100
8 C -4.57218 3.44303 0.01713  -0.0978
9 C -4.62146 4.01008 1.30449  -0.6495
10 Br -5.52520 5.66831 1.61436  0.7526
11 C -3.96745 3.39896 2.38605  -0.0989
12 C -3.34764 2.16313 2.19038  -0.0280
13 O -2.78436 -0.57458 1.75061  0.0407
14 H -4.21119 -3.20961 -0.85936  0.0683
15 H -4.46293 -1.89553 0.31982  0.0674
16 H -4.68555 -1.59614 -1.47811  0.0714
17 H -1.73839 -2.96116 -2.80962  0.0680
18 H -2.92117 -1.65205 -3.11305  0.0643
19 H -1.16891 -1.27589 -2.87986  0.0677
20 H -1.89904 0.48838 -1.24139  0.1095
21 H -3.84037 1.78871 -1.18450  0.1119
22 H -5.07521 3.92670 -0.81016  0.1053
23 H -3.98204 3.83445 3.37552  0.1060
24 H -2.86082 1.66256 3.02237  0.1262
25 C 0.62871 3.60372 3.01105  -0.0056
26 N 1.02466 2.49693 2.16885  -0.0939
27 C 0.16321 1.71306 1.46043  0.0206
28 C 0.87401 0.70053 0.79894  -0.1251
29 C 0.27128 -0.43594 0.11467  -0.0367
30 C 1.07904 -1.03600 -0.92392  -0.1658
31 C 2.12264 -0.46770 -1.69641  0.0216
32 N 2.73510 -1.44732 -2.43085  -0.0751
33 C 3.91023 -1.26420 -3.27188  0.0043
34 C 2.09443 -2.66685 -2.20065  -0.1659
35 C 1.08772 -2.45970 -1.23404  -0.1497
36 C 0.49352 -3.56652 -0.62417  -0.0536
37 C 0.80531 -4.83894 -1.11527  -0.0756
38 C 1.77802 -5.01999 -2.11016  -0.0699
39 C 2.46688 -3.92863 -2.65631  0.0013
40 C 2.28467 0.87172 1.19331  -0.1073
41 C 2.33273 2.03937 2.00247  -0.1617
42 C 3.48425 2.54806 2.58441  -0.0090
43 C 4.67722 1.86435 2.33491  -0.0776
44 C 4.67444 0.69297 1.55737  -0.0774
45 C 3.47892 0.16889 1.02895  -0.0330
46 H 1.48085 3.97943 3.59026  0.0842
47 H 0.23285 4.42114 2.39276  0.1006
48 H -0.16915 3.27448 3.69465  0.0979
49 H -0.90458 1.90965 1.42856  0.1082
50 H -0.23582 -1.15707 0.82986  0.1301
51 H 2.46939 0.56500 -1.73674  0.1533
52 H 4.13850 -2.19900 -3.79102  0.0826
53 H 3.73370 -0.48193 -4.02034  0.1006
54 H 4.78693 -0.97160 -2.67553  0.1039
55 H -0.16288 -3.41279 0.23344  0.0974
56 H 0.31889 -5.70657 -0.66916  0.1078
57 H 2.00825 -6.02171 -2.45347  0.1065
58 H 3.27235 -4.05157 -3.37549  0.1061
59 H 3.45418 3.44887 3.20157  0.1076
60 H 5.61715 2.23638 2.73122  0.1054
61 H 5.61928 0.16036 1.38730  0.1067
62 H 3.48892 -0.78977 0.49842  0.1100

Atoms 1-2, force components in eV/Å:
C -0.053 0.232 -0.067
S 0.381 -0.272 0.035

HOMO = -10.22 eV
Frontier orbital gap = 0.253 hartree
Charge = +1
Multiplicity = 1
ΔE to the lowest compared entry with this formula, charge and spin = 0.356 eV
E_LUMO = -3.35 eV